No. 1
{"formula": "C28H21N8O4RuS2", "method": "the ωB97M-V functional and the def2-TZVPD basis", "e_lumo_ha": -0.1715, "total_charge": 1, "spin_multiplicity": 1, "relative_energy_kcal_mol": 0.0, "orbital_gap_ev": 5.91, "total_energy_ev": -73736.411, "e_homo_ev": -10.6, "species": ["Ru", "C", "C", "C", "C", "N", "C", "N", "C", "N", "C", "N", "C", "C", "C", "C", "C", "N", "C", "C", "C", "C", "C", "C", "H", "H", "H", "H", "H", "H", "H", "H", "H", "H", "H", "H", "N", "C", "C", "C", "C", "C", "C", "S", "O", "O", "N", "C", "S", "C", "C", "N", "H", "H", "H", "H", "H", "H", "H", "H", "O", "C", "O", "H"], "xyz": [[-0.833, -0.047, -0.435], [-0.463, 0.893, -4.623], [-0.732, -0.288, -5.304], [-1.177, -1.376, -4.588], [-1.312, -1.288, -3.203], [-0.970, -0.169, -2.540], [-0.593, 0.910, -3.254], [-1.880, -2.392, -2.586], [-2.025, -2.551, -1.336], [-1.534, -1.761, -0.269], [-1.920, -2.354, 0.958], [-1.685, -1.980, 2.148], [-1.005, -0.830, 2.510], [-0.717, -0.700, 3.871], [-0.059, 0.417, 4.329], [0.295, 1.406, 3.418], [-0.020, 1.225, 2.092], [-0.653, 0.125, 1.635], [-2.673, -3.570, 0.633], [-3.274, -4.494, 1.472], [-3.927, -5.558, 0.871], [-3.977, -5.687, -0.520], [-3.377, -4.754, -1.352], [-2.725, -3.695, -0.742], [-0.147, 1.791, -5.132], [-0.620, -0.347, -6.378], [-1.454, -2.307, -5.058], [-0.388, 1.811, -2.692], [-1.029, -1.500, 4.525], [0.174, 0.523, 5.379], [0.811, 2.305, 3.721], [0.241, 1.957, 1.348], [-3.227, -4.383, 2.546], [-4.409, -6.305, 1.487], [-4.497, -6.531, -0.953], [-3.411, -4.841, -2.429], [4.149, 4.948, 3.469], [3.628, 4.373, 2.350], [4.413, 3.539, 1.541], [3.885, 2.964, 0.405], [2.558, 3.198, 0.062], [1.767, 4.036, 0.847], [2.292, 4.611, 1.982], [1.867, 2.455, -1.354], [0.817, 3.289, -1.856], [2.928, 2.005, -2.210], [1.134, 1.097, -0.740], [1.773, -0.078, -0.755], [3.318, -0.669, -1.220], [2.792, -2.277, -0.791], [1.512, -2.293, -0.385], [0.962, -1.027, -0.343], [5.124, 4.855, 3.684], [3.621, 5.622, 3.991], [5.448, 3.361, 1.805], [4.502, 2.340, -0.227], [0.749, 4.248, 0.547], [1.684, 5.275, 2.584], [3.460, -3.118, -0.861], [0.943, -3.153, -0.069], [-2.899, 0.515, -0.522], [-2.580, 1.726, -0.500], [-1.339, 1.968, -0.421], [-3.313, 2.532, -0.562]]}



No. 2
{"formula": "C28H22Br2Cl52NO5P2S2", "method": "the ωB97M-V functional and the def2-TZVPD basis", "e_lumo_ha": -0.2161, "total_charge": 1, "spin_multiplicity": 1, "orbital_gap_ev": 5.74, "total_energy_ev": -872593.469, "e_homo_ev": -11.6, "species": ["C", "C", "C", "Br", "O", "C", "O", "C", "C", "C", "P", "S", "N", "P", "O", "O", "S", "C", "C", "C", "C", "C", "C", "C", "C", "O", "Br", "H", "H", "H", "H", "H", "H", "H", "H", "H", "H", "H", "H", "H", "H", "H", "H", "H", "H", "H", "H", "H", "H", "C", "Cl", "Cl", "Cl", "Cl", "C", "Cl", "Cl", "Cl", "Cl", "C", "Cl", "Cl", "Cl", "Cl", "C", "Cl", "Cl", "Cl", "Cl", "C", "Cl", "Cl", "Cl", "Cl", "C", "Cl", "Cl", "Cl", "Cl", "C", "Cl", "Cl", "Cl", "Cl", "C", "Cl", "Cl", "Cl", "Cl", "C", "Cl", "Cl", "Cl", "Cl", "C", "Cl", "Cl", "Cl", "Cl", "C", "Cl", "Cl", "Cl", "Cl", "C", "Cl", "Cl", "Cl", "Cl", "C", "Cl", "Cl", "Cl", "Cl"], "xyz": [[3.220, 0.460, 2.411], [3.863, 0.758, 0.914], [2.554, 0.903, -0.113], [3.150, 0.004, -1.835], [2.189, 2.301, -0.397], [0.890, 2.389, -1.114], [0.870, 2.422, -2.471], [-0.492, 2.411, -0.239], [-0.944, 3.751, 0.580], [-2.327, 3.756, 1.479], [-2.581, 5.481, 2.308], [-1.065, 5.782, 3.554], [-3.285, 2.545, 1.598], [-4.615, 2.849, 2.691], [-5.601, 4.145, 2.016], [-3.881, 3.302, 4.257], [-5.822, 1.505, 3.298], [-2.981, 1.260, 0.781], [-4.044, 0.026, 0.818], [-3.847, -1.062, 2.019], [-4.197, -0.866, -0.589], [-5.764, -1.442, -0.690], [-1.576, 1.141, -0.122], [-1.065, -0.173, -0.954], [-1.485, -0.066, -2.570], [-2.058, 1.108, -2.927], [-1.215, -1.543, -3.907], [3.077, -0.695, 2.624], [3.849, 0.930, 3.281], [2.143, 0.947, 2.465], [4.391, -0.263, 0.594], [4.581, 1.681, 0.877], [1.680, 0.321, 0.427], [-0.196, 4.677, 0.494], [-2.419, 6.522, 1.283], [-3.764, 5.619, 3.094], [-5.124, 4.425, 1.171], [-3.263, 2.540, 4.469], [-5.120, 0.551, 0.795], [-4.869, -1.610, 2.251], [-3.114, -1.915, 1.629], [-3.477, -0.575, 3.026], [-3.520, -1.821, -0.579], [-4.064, -0.170, -1.519], [-6.557, -0.685, -0.279], [-6.044, -1.714, -1.818], [-5.830, -2.452, -0.096], [-1.436, -1.200, -0.470], [0.124, -0.282, -0.974], [0.143, -5.719, -2.918], [0.009, -4.316, -1.828], [-1.005, -6.981, -2.406], [-0.233, -5.215, -4.585], [1.803, -6.365, -2.854], [-4.957, -6.825, -4.018], [-6.376, -6.191, -4.889], [-3.825, -5.492, -3.678], [-5.482, -7.563, -2.484], [-4.144, -8.053, -5.021], [-9.157, -1.155, 4.006], [-9.432, -2.786, 3.343], [-9.345, 0.053, 2.710], [-10.342, -0.832, 5.296], [-7.508, -1.056, 4.675], [5.658, -1.148, 5.311], [6.805, -1.830, 6.492], [5.995, 0.587, 5.090], [5.839, -1.992, 3.752], [3.994, -1.358, 5.911], [-2.442, 5.700, -2.706], [-3.062, 7.258, -2.105], [-3.770, 4.783, -3.462], [-1.163, 5.994, -3.911], [-1.773, 4.763, -1.346], [3.858, 4.346, -4.088], [2.439, 4.979, -4.959], [4.990, 5.679, -3.749], [3.333, 3.607, -2.554], [4.671, 3.117, -5.091], [0.858, 6.051, 7.266], [-0.607, 6.719, 8.028], [2.129, 5.848, 8.499], [0.481, 4.469, 6.537], [1.431, 7.166, 6.000], [3.258, -4.553, 0.952], [4.188, -5.542, -0.203], [2.320, -3.327, 0.062], [2.147, -5.600, 1.870], [4.378, -3.744, 2.077], [-1.542, -7.809, 3.116], [-1.802, -7.389, 1.404], [-2.530, -9.232, 3.535], [0.180, -8.183, 3.381], [-2.016, -6.433, 4.144], [2.958, 1.076, -8.425], [2.698, 1.496, -10.137], [1.970, -0.347, -8.006], [4.680, 0.702, -8.160], [2.484, 2.452, -7.397], [8.958, 6.624, -4.891], [9.805, 5.780, -3.571], [10.111, 6.987, -6.200], [7.654, 5.586, -5.520], [8.262, 8.144, -4.275], [-4.242, -12.434, 5.187], [-5.805, -12.533, 6.036], [-3.141, -11.366, 6.094], [-3.526, -14.062, 5.069], [-4.495, -11.776, 3.551], [12.858, 4.253, -5.500], [12.724, 5.656, -4.410], [11.710, 2.991, -4.987], [12.482, 4.758, -7.166], [14.518, 3.607, -5.435]]}



No. 3
{"formula": "C28H22Cl5N3O4S2W", "method": "the ωB97M-V functional and the def2-TZVPD basis", "e_lumo_ha": [0.1505, 0.1504], "total_charge": -2, "spin_multiplicity": 3, "relative_energy_kcal_mol": 0.0, "orbital_gap_ev": [3.85, 6.20], "s_squared": 2.01, "total_energy_ev": -128165.249, "e_homo_ev": [0.2, -2.1], "species": ["W", "C", "C", "C", "C", "C", "C", "C", "N", "C", "N", "C", "C", "C", "C", "C", "C", "C", "N", "C", "C", "C", "C", "C", "C", "C", "H", "H", "H", "H", "H", "H", "H", "H", "H", "H", "H", "H", "H", "H", "H", "H", "H", "H", "H", "H", "H", "H", "Cl", "C", "C", "C", "Cl", "C", "Cl", "C", "Cl", "C", "Cl", "O", "O", "S", "O", "O", "S"], "xyz": [[-0.139, 0.357, -0.201], [6.915, 0.802, 0.528], [6.490, -0.387, 1.342], [7.402, -1.138, 2.067], [7.010, -2.239, 2.819], [5.669, -2.583, 2.859], [4.731, -1.841, 2.155], [5.133, -0.753, 1.381], [4.237, 0.022, 0.639], [2.898, -0.302, 0.409], [2.731, -1.536, -0.124], [1.563, -2.334, -0.235], [0.290, -1.761, -0.273], [-0.780, -2.669, -0.331], [-0.594, -4.040, -0.405], [0.692, -4.558, -0.432], [1.790, -3.715, -0.336], [3.185, -4.286, -0.364], [1.963, 0.542, 0.641], [2.305, 1.719, 1.367], [2.753, 2.860, 0.699], [3.071, 4.000, 1.425], [2.952, 4.007, 2.806], [2.517, 2.863, 3.461], [2.187, 1.707, 2.764], [1.746, 0.467, 3.486], [8.001, 0.890, 0.515], [6.510, 1.734, 0.934], [6.552, 0.725, -0.499], [8.449, -0.855, 2.032], [7.744, -2.815, 3.368], [5.337, -3.427, 3.451], [3.682, -2.101, 2.207], [4.390, 1.020, 0.672], [3.593, -1.965, -0.410], [-1.792, -2.280, -0.350], [-1.449, -4.704, -0.474], [0.854, -5.627, -0.525], [3.144, -5.375, -0.413], [3.764, -4.014, 0.523], [3.750, -3.945, -1.238], [2.832, 2.871, -0.376], [3.383, 4.888, 0.890], [3.188, 4.900, 3.373], [2.423, 2.862, 4.542], [1.498, 0.700, 4.523], [2.542, -0.284, 3.492], [0.869, 0.043, 2.993], [-3.174, 1.694, -0.218], [-2.934, 0.694, -1.609], [-1.696, 0.064, -1.764], [-1.541, -0.631, -2.964], [0.017, -1.292, -3.343], [-2.558, -0.767, -3.905], [-2.313, -1.682, -5.355], [-3.792, -0.165, -3.682], [-5.079, -0.341, -4.829], [-3.976, 0.592, -2.529], [-5.493, 1.387, -2.264], [-0.678, 0.515, 1.466], [2.986, 3.456, -2.415], [2.354, 2.176, -2.739], [1.949, 2.048, -4.126], [3.083, 1.036, -2.192], [0.522, 2.235, -1.628]]}



No. 4
{"formula": "C28H22HgN7S4Sb", "method": "the ωB97M-V functional and the def2-TZVPD basis", "e_lumo_ha": [0.1708, 0.1705], "total_charge": -2, "spin_multiplicity": 1, "relative_energy_kcal_mol": 25.3, "orbital_gap_ev": [4.91, 4.26], "total_energy_ev": -93877.403, "e_homo_ev": [-0.3, 0.4], "species": ["Hg", "N", "C", "S", "N", "N", "C", "C", "C", "C", "C", "C", "C", "C", "C", "C", "C", "C", "N", "H", "H", "H", "H", "H", "H", "H", "H", "H", "H", "H", "C", "C", "C", "C", "N", "C", "C", "C", "C", "C", "C", "N", "C", "C", "C", "C", "C", "N", "H", "H", "H", "H", "H", "H", "H", "H", "H", "H", "H", "S", "Sb", "S", "S"], "xyz": [[0.777, 0.840, 1.286], [-2.734, -2.520, 4.165], [-1.892, -1.797, 3.247], [-0.549, -0.892, 4.015], [-2.203, -1.993, 2.039], [-1.321, -1.530, 1.084], [-1.948, -1.214, -0.073], [-3.371, -0.822, -0.033], [-4.311, -1.451, -0.864], [-5.692, -1.211, -0.734], [-6.186, -0.390, 0.250], [-5.254, 0.232, 1.090], [-3.921, 0.017, 0.965], [-1.136, -1.092, -1.246], [-1.611, -0.339, -2.381], [-0.749, -0.077, -3.413], [0.538, -0.573, -3.362], [0.874, -1.383, -2.297], [0.076, -1.701, -1.282], [-2.994, -1.820, 4.885], [-3.540, -2.719, 3.632], [-3.985, -2.210, -1.567], [-6.334, -1.659, -1.510], [-7.237, -0.250, 0.385], [-5.635, 0.849, 1.920], [-3.176, 0.527, 1.564], [-2.564, 0.132, -2.339], [-0.993, 0.562, -4.246], [1.280, -0.316, -4.121], [1.842, -1.860, -2.324], [3.093, -3.360, 2.490], [4.374, -2.855, 2.189], [4.456, -1.744, 1.391], [3.327, -1.142, 0.897], [2.116, -1.609, 1.153], [2.006, -2.679, 1.946], [3.406, -0.030, -0.099], [4.415, -0.147, -1.094], [4.386, 0.729, -2.185], [3.338, 1.589, -2.303], [2.324, 1.654, -1.295], [2.435, 0.854, -0.183], [1.192, 2.502, -1.434], [1.034, 3.388, -2.566], [-0.115, 4.153, -2.722], [-1.073, 4.103, -1.702], [-0.857, 3.210, -0.644], [0.258, 2.511, -0.460], [2.976, -4.145, 3.273], [5.283, -3.337, 2.615], [5.452, -1.340, 1.251], [0.971, -2.923, 2.115], [5.180, -0.912, -1.024], [5.142, 0.705, -2.967], [3.362, 2.291, -3.145], [1.836, 3.466, -3.321], [-0.247, 4.775, -3.578], [-1.945, 4.721, -1.621], [-1.606, 3.118, 0.160], [1.676, 3.900, 2.563], [2.609, 3.090, 4.443], [3.726, 1.143, 3.921], [-0.578, 0.983, 3.199]]}



Maximum force (hartree/bohr)
0.02883, 0.19535, 0.01423, 0.05289